#w
Here is one molecule with the formula C2H5BO from the Open Molecules 2025 dataset. Energies are from the ωB97M-V functional and the def2-TZVPD basis.

ORCA input file:
```
! RIJCOSX wB97M-V def2-TZVPD def2/J DEFGRID3
* xyz 0 1
O -0.34432 0.33391 -0.96005
C 0.05390 0.71158 1.26234
C 0.17598 -0.10262 0.09718
B 0.02114 -1.04936 -1.57935
H 1.03518 -1.07042 -2.16550
H -0.08813 1.73662 1.11803
H -0.89504 -1.82129 -1.66560
H -0.84057 0.61488 1.77422
H 0.88187 0.64670 2.11873
*
```

- E_HOMO: -9.2 eV
- Frontier orbital gap: 9.9 eV
- LUMO energy: 0.8 eV

Charges computed using natural (NBO), reported in e:
1. O -0.585
2. C -0.767
3. C 0.369
4. B 0.389
5. H -0.079
6. H 0.237
7. H -0.075
8. H 0.273
9. H 0.238



#x
Here is one molecule with the formula C2H5BO from the Open Molecules 2025 dataset. Energies are from the ωB97M-V functional and the def2-TZVPD basis.

ORCA input file:
```
! RIJCOSX wB97M-V def2-TZVPD def2/J DEFGRID3
* xyz 0 1
O 2.75361 -0.03396 0.31179
C -1.08393 0.36553 0.26259
C 1.64917 -0.01280 0.13928
B 0.25525 -0.26725 -0.37086
H -0.85200 1.26468 0.95221
H 0.33588 -1.38938 0.01667
H -1.69585 0.65375 -0.63741
H 0.44326 -0.19858 -1.51174
H -1.80539 -0.38200 0.83747
*
```

- E_HOMO: -10.6 eV
- Frontier orbital gap: 10.9 eV
- LUMO energy: 0.3 eV

Charges computed using natural (NBO), reported in e:
1. O -0.402
2. C -0.837
3. C 0.812
4. B -0.417
5. H 0.221
6. H 0.096
7. H 0.230
8. H 0.070
9. H 0.227



Stability, lowest: #w



#w
Here is C3H3O2 as an isolated structure from the Open Molecules 2025 dataset. Energies are from the ωB97M-V functional and the def2-TZVPD basis.

ORCA input file:
```
! RIJCOSX wB97M-V def2-TZVPD def2/J DEFGRID3
* xyz 1 1
O 1.61272 0.00530 -0.11980
O -1.68820 -0.31960 -0.13937
C 0.45872 0.98399 -0.15003
C -0.40604 -0.06895 -0.09378
C 0.83137 -0.97627 -0.08590
H 1.01098 -1.98186 0.02635
H 0.42188 2.00639 0.24505
H -2.24142 0.35101 0.31749
*
```

- E_HOMO (spin up / spin down): -15.5 / -15.5 eV
- Frontier orbital gap (spin up / spin down): 7.9 / 7.9 eV
- LUMO energy (spin up / spin down): -7.6 / -7.6 eV

Charges computed using natural (NBO), reported in e:
1. O -0.311
2. O -0.593
3. C 0.077
4. C 0.220
5. C 0.556
6. H 0.241
7. H 0.275
8. H 0.536



#x
Here is an isolated ion of composition C3H3O2 and charge +1 from the Open Molecules 2025 dataset. Energies are from the ωB97M-V functional and the def2-TZVPD basis.

ORCA input file:
```
! RIJCOSX wB97M-V def2-TZVPD def2/J DEFGRID3
* xyz 1 1
O 0.26829 -1.12526 0.01490
O 0.87059 0.96818 0.05268
C 1.25024 -0.23811 0.01577
C -0.74106 0.86229 -0.00460
C -0.93070 -0.44959 0.04237
H 2.32073 -0.68930 -0.08508
H -1.71013 -1.15610 0.11653
H -1.32796 1.82790 -0.15256
*
```

- E_HOMO: -16.9 eV
- Frontier orbital gap: 11.5 eV
- LUMO energy: -5.4 eV

Charges computed using natural (NBO), reported in e:
1. O -0.351
2. O -0.343
3. C 0.654
4. C 0.082
5. C 0.075
6. H 0.286
7. H 0.283
8. H 0.315



Stability, lowest: #w



#w
Here is one molecule with the formula C3H2F4 from the Open Molecules 2025 dataset. Energies are from the ωB97M-V functional and the def2-TZVPD basis.

ORCA input file:
```
! RIJCOSX wB97M-V def2-TZVPD def2/J DEFGRID3
* xyz 0 1
F -0.69534 -1.02154 2.64091
F -1.98799 -1.10215 -0.58127
F 0.99363 0.27586 2.34318
F 0.54813 -2.23640 0.00686
C 0.30379 -0.87857 0.36591
C -0.85277 -0.36026 -0.34900
C 0.50755 -0.87689 1.95274
H 1.05571 -0.28602 -0.03686
H -0.82183 0.70429 -0.28622
*
```

- E_HOMO (spin up / spin down): -10.2 / -9.6 eV
- Frontier orbital gap (spin up / spin down): 9.4 / 8.5 eV
- LUMO energy (spin up / spin down): -0.8 / -1.1 eV

Charges computed using natural (NBO), reported in e:
1. F -0.348
2. F -0.301
3. F -0.315
4. F -0.355
5. C -0.027
6. C 0.283
7. C 0.707
8. H 0.202
9. H 0.153



#x
Here is a 2-piece molecular cluster, C3H2F4 overall from the Open Molecules 2025 dataset. Energies are from the ωB97M-V functional and the def2-TZVPD basis.

ORCA input file:
```
! RIJCOSX wB97M-V def2-TZVPD def2/J DEFGRID3
* xyz 0 1
F -2.12792 0.20343 1.59234
F 1.97824 0.60888 -0.01451
F -3.06701 0.39376 -0.33149
F 0.88724 0.72156 1.85120
C -1.90975 0.25291 0.28724
C -0.73560 0.15134 -0.35715
C 1.02062 0.02099 0.72368
H -0.45593 0.12471 -1.30708
H 1.29315 -0.96061 0.71123
*
```

- E_HOMO: -10.2 eV
- Frontier orbital gap: 11.1 eV
- LUMO energy: 0.9 eV

Charges computed using natural (NBO), reported in e:
1. F -0.298
2. F -0.341
3. F -0.305
4. F -0.317
5. C 0.720
6. C -0.438
7. C 0.635
8. H 0.206
9. H 0.137



#y
Here is a 2-piece molecular cluster, C3H2F4 overall from the Open Molecules 2025 dataset. Energies are from the ωB97M-V functional and the def2-TZVPD basis.

ORCA input file:
```
! RIJCOSX wB97M-V def2-TZVPD def2/J DEFGRID3
* xyz 0 1
F -1.14904 -1.50942 0.04047
F 0.89205 2.23323 -0.23627
F -2.40533 0.02678 0.95545
F -2.23203 -0.13252 -1.20491
C 1.67220 -0.12771 0.09466
C 0.93088 0.92323 -0.11024
C -1.55827 -0.28910 -0.05658
H 1.08384 -1.07987 0.33367
H 2.76568 -0.04463 0.18374
*
```

- E_HOMO (spin up / spin down): -10.1 / -9.4 eV
- Frontier orbital gap (spin up / spin down): 9.9 / 8.8 eV
- LUMO energy (spin up / spin down): -0.2 / -0.6 eV

Charges computed using natural (NBO), reported in e:
1. F -0.317
2. F -0.293
3. F -0.338
4. F -0.334
5. C -0.630
6. C 0.459
7. C 0.951
8. H 0.269
9. H 0.232



Stability, lowest: #y